Entry 1:
Here is an isolated molecule of C4H6N4 in a non-equilibrium geometry from the OMol25 dataset. Energies are from ωB97M-V with the def2-TZVPD basis set.

Geometry as XYZ:
```
14
Properties=species:S:1:pos:R:3
H -2.73 -0.34 -3.08
N -1.80 0.15 -2.92
C -1.49 -0.24 -1.83
N -0.37 0.52 -0.91
C 0.24 0.33 0.23
N 1.48 0.55 0.44
C 1.94 -0.14 1.58
N 0.88 -0.59 2.20
C -0.33 -0.38 1.51
H -2.04 -1.29 -1.28
H 0.38 0.95 -1.42
H 2.98 -0.41 2.01
H -1.02 -1.29 1.36
H -1.01 0.53 1.72
```

## Properties
Energy above the lowest of the compared OMol25 structures with the same formula, charge and spin in kcal/mol: 97.1
SMILES: [H]/N=C/NC1=NC=NC1
Gap between HOMO and LUMO in eV: 9.24
HOMO level in eV: -8.729
Charge: 0
Lowest unoccupied orbital energy in eV: 0.51

natural (NBO) atomic charge list, values in e, 6 entries: atom 1 (H): 0.38, atom 2 (N): -0.63, atom 3 (C): 0.33, atom 4 (N): -0.65, atom 5 (C): 0.45, atom 6 (N): -0.59

***

Entry 2:
Here is an isolated molecule of C8H10N2S2 in a non-equilibrium geometry from the OMol25 dataset. Energies are from ωB97M-V with the def2-TZVPD basis set.

Geometry as XYZ:
```
22
Properties=species:S:1:pos:R:3
N 2.88 2.77 0.34
C 2.57 1.68 0.16
N 1.96 0.53 0.21
C 2.59 -0.79 0.04
S 4.09 -1.04 -0.60
S 1.40 -2.02 0.21
C 0.15 -0.88 1.11
C -1.31 -1.33 0.64
C -1.94 -0.76 -0.63
C -1.61 0.71 -0.77
C -0.14 1.08 -0.77
C 0.47 0.48 0.50
H 0.37 -1.09 2.23
H -2.00 -1.13 1.51
H -1.39 -2.43 0.78
H -3.08 -1.06 -0.54
H -1.56 -1.17 -1.56
H -2.10 1.11 -1.66
H -2.13 1.27 0.02
H 0.22 0.66 -1.72
H 0.10 2.09 -0.79
H 0.46 1.31 1.29
```

## Properties
Energy above the lowest of the compared OMol25 structures with the same formula, charge and spin in kcal/mol: 55.6
SMILES: N#CN1C(=S)S[C@@H]2CCCC[C@@H]21
Gap between HOMO and LUMO in eV: 8.74
HOMO level in eV: -8.933
Charge: 0
Lowest unoccupied orbital energy in eV: -0.19

natural (NBO) atomic charge list, values in e, 6 entries: atom 1 (N): -0.33, atom 2 (C): 0.43, atom 3 (N): -0.51, atom 4 (C): -0.14, atom 5 (S): -0.02, atom 6 (S): 0.33

***

Entry 3:
Here is an isolated molecule of C2H5NO in a non-equilibrium geometry from the OMol25 dataset. Energies are from ωB97M-V with the def2-TZVPD basis set.

Geometry as XYZ:
```
9
Properties=species:S:1:pos:R:3
C 0.94 -0.03 -0.93
N 0.41 -0.36 0.24
C -0.98 0.19 0.43
O 0.78 -1.05 1.21
H 1.92 -0.39 -1.08
H 0.67 0.79 -1.50
H -1.35 0.57 -0.48
H -1.43 -0.65 0.87
H -0.96 0.93 1.25
```

## Properties
Energy above the lowest of the compared OMol25 structures with the same formula, charge and spin in kcal/mol: 82.8
SMILES: C=[N+](C)[O-]
Gap between HOMO and LUMO in eV: 9.99
HOMO level in eV: -9.073
Charge: 0
Lowest unoccupied orbital energy in eV: 0.91

natural (NBO) atomic charge list, values in e, 6 entries: atom 1 (C): -0.26, atom 2 (N): 0.16, atom 3 (C): -0.45, atom 4 (O): -0.49, atom 5 (H): 0.19, atom 6 (H): 0.20

***

Entry 4:
Here is C23H32Cl2CrGeN2O4S as an isolated structure in a non-equilibrium geometry from the OMol25 dataset. Energies are from ωB97M-V with the def2-TZVPD basis set.

Geometry as XYZ:
```
66
Properties=species:S:1:pos:R:3
Cr 0.71 -0.08 -0.02
O -2.66 3.12 2.84
C -2.99 1.86 3.12
C -4.13 1.65 3.90
C -4.52 0.38 4.24
C -3.79 -0.74 3.81
C -2.68 -0.56 3.04
C -2.26 0.74 2.66
C -1.12 0.88 1.81
O -0.56 -0.23 1.30
N -0.62 2.03 1.48
N 0.46 1.83 0.64
C 1.23 2.84 0.43
C 2.42 2.82 -0.39
C 3.21 3.95 -0.54
C 4.35 3.89 -1.33
C 4.71 2.71 -1.96
C 3.93 1.57 -1.83
C 2.80 1.65 -1.04
O 1.98 0.56 -0.87
H -1.85 3.14 2.31
H -4.67 2.53 4.24
H -5.40 0.24 4.86
H -4.11 -1.73 4.10
H -2.10 -1.40 2.70
H 0.95 3.77 0.91
H 2.93 4.87 -0.05
H 4.97 4.78 -1.44
H 5.60 2.67 -2.57
H 4.19 0.64 -2.31
C 0.07 2.75 -3.01
Ge -0.85 1.04 -3.06
C -2.79 1.17 -3.19
C -0.10 -0.19 -4.38
C -0.60 0.07 -1.33
H -0.16 3.28 -3.94
H 1.15 2.61 -2.96
H -0.27 3.35 -2.18
H -3.06 1.70 -4.10
H -3.21 1.71 -2.34
H -3.22 0.17 -3.23
H -0.43 0.17 -5.36
H -0.47 -1.21 -4.24
H 0.99 -0.19 -4.34
H -1.49 -0.53 -1.10
Cl 2.89 -0.61 1.69
C 2.84 -0.56 3.49
Cl 1.26 -0.14 4.12
H 3.55 0.19 3.80
H 3.12 -1.54 3.84
C 0.96 -4.73 -1.46
C 1.63 -4.45 -0.12
S 0.81 -3.20 0.87
O 0.68 -2.02 -0.12
C -0.85 -3.91 1.04
C -1.88 -3.30 0.10
H 1.64 -5.32 -2.08
H 0.76 -3.80 -2.00
H 0.04 -5.30 -1.36
H 2.65 -4.08 -0.24
H 1.66 -5.33 0.53
H -1.12 -3.75 2.08
H -0.74 -4.99 0.88
H -2.01 -2.24 0.31
H -2.84 -3.79 0.27
H -1.61 -3.43 -0.94
```

## Properties
Energy above the lowest of the compared OMol25 structures with the same formula, charge and spin in kcal/mol: 7.6
Gap between HOMO and LUMO (alpha / beta) in eV: 4.96 / 5.27
HOMO level (alpha / beta) in eV: -13.347 / -13.364
Charge: +2
Lowest unoccupied orbital energy (alpha / beta) in eV: -8.39 / -8.09

natural (NBO) atomic charge list, values in e, 6 entries: atom 1 (Cr): 0.91, atom 2 (O): -0.63, atom 3 (C): 0.39, atom 4 (C): -0.27, atom 5 (C): -0.12, atom 6 (C): -0.24

***

Entry 5:
Here is a 2-piece molecular cluster, C22H32F2N3O7 overall from the OMol25 dataset. Energies are from ωB97M-V with the def2-TZVPD basis set.

Geometry as XYZ:
```
66
Properties=species:S:1:pos:R:3
O -2.75 0.13 -3.75
C -2.59 0.77 -2.77
F -2.78 2.11 -2.73
N -2.23 0.27 -1.49
C -0.81 0.29 -1.26
O -0.06 1.01 -1.83
C -0.33 -0.79 -0.29
C 0.93 -1.51 -0.81
C 0.69 -3.01 -1.01
O 1.12 -3.39 -2.30
C 0.07 -3.76 -3.15
O -0.72 -2.67 -3.52
C -0.42 -2.08 -4.78
C 0.69 -1.05 -4.73
O 1.30 -1.02 -6.02
C 2.00 -1.10 0.23
C 3.30 -1.83 0.26
C 4.43 -1.25 -0.30
C 5.62 -1.95 -0.30
C 5.64 -3.22 0.26
N 4.58 -3.78 0.83
C 3.45 -3.10 0.82
C 1.23 -1.03 1.53
N 0.01 -0.23 1.10
C 0.13 1.26 1.20
C 0.43 1.71 2.62
C 0.33 3.21 2.78
F 1.56 3.78 2.47
H -2.70 0.83 -0.78
H -1.17 -1.46 -0.14
H 1.25 -1.10 -1.76
H 1.22 -3.62 -0.28
H -0.37 -3.23 -0.90
H 0.52 -4.25 -4.01
H -0.60 -4.46 -2.63
H -1.34 -1.61 -5.12
H -0.15 -2.84 -5.52
H 0.29 -0.06 -4.49
H 1.43 -1.33 -3.98
H 1.50 -0.12 -6.26
H 2.24 -0.06 -0.01
H 4.38 -0.26 -0.73
H 6.51 -1.53 -0.73
H 6.56 -3.79 0.26
H 2.61 -3.58 1.31
H 1.73 -0.55 2.35
H 0.84 -1.99 1.86
H -0.78 -0.46 1.70
H -0.83 1.67 0.89
H 0.87 1.61 0.48
H 1.45 1.43 2.88
H -0.27 1.23 3.30
H -0.41 3.67 2.11
H 0.09 3.44 3.81
O -2.14 2.18 4.33
C -3.05 2.93 4.08
O -3.28 4.02 4.82
C -4.49 4.68 4.38
C -4.70 4.22 2.94
C -4.10 2.81 2.99
H -5.30 4.37 5.04
H -4.34 5.75 4.48
H -5.74 4.25 2.63
H -4.12 4.84 2.27
H -4.82 2.06 3.30
H -3.64 2.50 2.05
```

## Properties
Gap between HOMO and LUMO in eV: 9.04
HOMO level in eV: -12.306
Charge: +1
Lowest unoccupied orbital energy in eV: -3.26

natural (NBO) atomic charge list, values in e, 6 entries: atom 1 (O): -0.47, atom 2 (C): 0.98, atom 3 (F): -0.32, atom 4 (N): -0.74, atom 5 (C): 0.70, atom 6 (O): -0.49

***

Entry 6:
Here is C16H36F6N3O13PPt as an isolated structure in a non-equilibrium geometry from the OMol25 dataset. Energies are from ωB97M-V with the def2-TZVPD basis set.

Geometry as XYZ:
```
76
Properties=species:S:1:pos:R:3
Pt 22.15 -11.60 10.44
P 22.63 -13.89 10.89
O 21.25 -13.55 10.30
O 22.70 -12.88 12.10
O 23.51 -13.10 9.93
O 23.05 -15.36 11.08
C 24.98 -14.55 13.88
C 25.43 -13.12 13.67
C 26.85 -12.90 14.20
O 27.19 -11.57 13.87
C 28.44 -11.14 14.28
N 25.34 -12.56 12.24
H 25.66 -13.24 11.56
H 24.39 -12.36 11.97
H 25.77 -11.66 12.04
H 25.57 -15.29 13.33
H 23.93 -14.71 13.64
H 24.99 -14.89 14.92
H 24.81 -12.39 14.19
H 27.46 -13.55 13.58
H 26.94 -13.18 15.25
H 29.03 -11.89 14.80
H 28.30 -10.23 14.87
H 29.15 -10.82 13.51
C 25.56 -10.12 7.12
C 25.79 -11.61 7.26
C 27.13 -12.21 6.78
O 27.12 -13.69 6.87
C 28.19 -14.35 6.19
N 25.61 -12.03 8.67
H 25.84 -12.96 9.00
H 25.96 -11.32 9.29
H 24.62 -11.98 8.84
H 26.39 -9.54 7.52
H 24.70 -9.68 7.62
H 25.41 -9.89 6.06
H 24.92 -12.08 6.81
H 27.94 -11.84 7.41
H 27.37 -11.73 5.83
H 28.29 -14.19 5.11
H 28.47 -15.35 6.53
H 29.09 -13.83 6.53
N 21.64 -11.01 7.12
O 21.86 -10.06 6.33
O 21.20 -12.01 6.61
O 21.89 -10.91 8.30
C 19.96 -9.49 12.08
O 20.62 -9.72 13.39
O 20.27 -10.60 11.21
C 18.49 -9.08 12.27
F 17.89 -8.59 11.18
F 17.76 -10.05 12.75
F 18.45 -8.15 13.23
C 21.22 -8.67 14.14
C 21.94 -9.21 15.42
H 21.15 -9.26 16.17
H 22.39 -10.21 15.42
H 22.68 -8.55 15.87
H 20.43 -7.99 14.46
H 21.93 -8.09 13.55
H 20.42 -8.60 11.65
C 25.19 -9.31 10.89
O 26.37 -10.11 10.71
O 24.05 -10.17 10.69
C 25.12 -8.43 12.21
F 24.02 -7.68 12.13
F 24.98 -9.12 13.32
F 26.17 -7.63 12.30
C 27.61 -9.65 10.45
C 28.62 -10.83 10.23
H 29.51 -10.56 9.66
H 28.76 -11.37 11.17
H 28.19 -11.63 9.62
H 27.95 -8.97 11.23
H 27.59 -9.07 9.53
H 25.31 -8.66 10.02
```

## Properties
<S²>: 2.005
Energy above the lowest of the compared OMol25 structures with the same formula, charge and spin in kcal/mol: 76.2
Multiplicity: 3
Gap between HOMO and LUMO (alpha / beta) in eV: 2.95 / 4.30
HOMO level (alpha / beta) in eV: 0.414 / -0.935
Charge: -2
Lowest unoccupied orbital energy (alpha / beta) in eV: 3.37 / 3.37

Mulliken atomic charge list, values in e, 6 entries: atom 1 (Pt): 3.20, atom 2 (P): 0.20, atom 3 (O): -0.77, atom 4 (O): -0.87, atom 5 (O): -0.83, atom 6 (O): -0.94

***

Entry 7:
Here is an isolated ion of composition C16H10F3N2O4S and charge -1 in a non-equilibrium geometry from the OMol25 dataset. Energies are from ωB97M-V with the def2-TZVPD basis set.

Geometry as XYZ:
```
36
Properties=species:S:1:pos:R:3
C 0.25 -0.94 3.29
N 1.24 -0.58 4.48
O 1.84 -1.50 5.08
O 1.24 0.61 4.81
C -1.24 -0.95 4.16
C -1.72 0.32 4.47
C -2.84 0.44 5.29
C -3.48 -0.68 5.81
C -2.97 -1.94 5.52
C -1.83 -2.09 4.69
H -0.01 -2.06 3.31
H -1.14 1.18 4.14
H -3.20 1.45 5.49
H -4.38 -0.57 6.41
H -3.44 -2.83 5.92
H -1.36 -3.07 4.56
F 1.75 0.11 -5.83
C 1.60 -0.42 -4.57
F 0.41 -1.06 -4.49
F 2.58 -1.35 -4.37
S 1.70 0.94 -3.39
N 1.69 -0.25 -2.13
C 2.84 -0.73 -1.48
O 4.00 -0.50 -1.78
C 2.28 -1.41 -0.28
C 0.91 -1.16 -0.26
C 0.22 -0.95 0.90
C 0.98 -1.18 2.05
C 2.29 -1.63 2.06
C 2.99 -1.73 0.88
C 0.53 -0.27 -1.36
O -0.46 0.43 -1.47
H -0.79 -0.52 0.90
H -0.22 0.00 2.91
H 2.70 -1.93 3.03
H 4.03 -2.05 0.87
```

## Properties
Energy above the lowest of the compared OMol25 structures with the same formula, charge and spin in kcal/mol: 102.3
Gap between HOMO and LUMO in eV: 4.04
HOMO level in eV: -1.799
Charge: -1
Lowest unoccupied orbital energy in eV: 2.24

natural (NBO) atomic charge list, values in e, 6 entries: atom 1 (C): -0.29, atom 2 (N): 0.54, atom 3 (O): -0.42, atom 4 (O): -0.38, atom 5 (C): 0.00, atom 6 (C): -0.28

***

Entry 8:
Here is an isolated molecule of C4H7NO from the OMol25 dataset. Energies are from ωB97M-V with the def2-TZVPD basis set.

Geometry as XYZ:
```
13
Properties=species:S:1:pos:R:3
C 1.83 -0.31 -0.08
N 0.85 -1.10 -0.83
C 0.56 0.30 -0.52
C -0.52 0.55 0.50
C -1.92 0.33 0.14
O -1.22 -0.61 0.94
H 1.95 -0.49 0.98
H 2.75 -0.09 -0.62
H 0.30 -1.67 -0.20
H 0.54 0.97 -1.38
H -0.28 1.24 1.31
H -2.71 0.87 0.65
H -2.14 0.01 -0.88
```

## Properties
Energy above the lowest of the compared OMol25 structures with the same formula, charge and spin in kcal/mol: 69.7
SMILES: C1N[C@H]1[C@H]1CO1
Gap between HOMO and LUMO in eV: 10.73
HOMO level in eV: -9.566
Charge: 0
Lowest unoccupied orbital energy in eV: 1.17

natural (NBO) atomic charge list, values in e, 6 entries: atom 1 (C): -0.26, atom 2 (N): -0.57, atom 3 (C): -0.13, atom 4 (C): 0.04, atom 5 (C): -0.11, atom 6 (O): -0.50

***

Entry 9:
Here is an isolated molecule of C8H13N3O6 in a non-equilibrium geometry from the OMol25 dataset. Energies are from ωB97M-V with the def2-TZVPD basis set.

Geometry as XYZ:
```
30
Properties=species:S:1:pos:R:3
N 2.52 1.54 -3.29
C 2.04 2.18 -2.18
O 2.73 2.84 -1.43
C 0.53 2.08 -1.98
C 0.14 1.13 -0.83
N 0.80 1.49 0.47
C 0.42 -0.32 -1.16
O 0.89 -0.63 -2.29
N 0.17 -1.30 -0.31
C -0.49 -1.18 1.01
C -1.99 -1.40 0.96
C -2.67 -0.79 2.21
O -2.28 0.23 2.77
O -3.75 -1.43 2.54
C 0.07 -2.14 2.04
O -0.54 -2.51 3.01
O 1.43 -2.39 1.81
H 3.53 1.57 -3.41
H 1.98 0.70 -3.54
H 0.14 3.09 -1.83
H 0.08 1.67 -2.90
H -0.93 1.17 -0.56
H 0.37 2.33 0.87
H 1.80 1.70 0.27
H 0.39 -2.24 -0.62
H -0.31 -0.23 1.50
H -2.44 -0.81 0.15
H -2.24 -2.45 0.86
H -4.20 -1.00 3.31
H 1.83 -2.89 2.54
```

## Properties
Energy above the lowest of the compared OMol25 structures with the same formula, charge and spin in kcal/mol: 10.8
SMILES: NC(=O)C[C@H](N)C(=O)N[C@@H](CC(=O)O)C(=O)O
Gap between HOMO and LUMO in eV: 9.92
HOMO level in eV: -9.503
Charge: 0
Lowest unoccupied orbital energy in eV: 0.42

natural (NBO) atomic charge list, values in e, 6 entries: atom 1 (N): -0.83, atom 2 (C): 0.68, atom 3 (O): -0.63, atom 4 (C): -0.51, atom 5 (C): -0.13, atom 6 (N): -0.85

***

Entry 10:
Here is C21H29AsN4O2ReSe4 as an isolated structure in a non-equilibrium geometry from the OMol25 dataset. Energies are from ωB97M-V with the def2-TZVPD basis set.

Geometry as XYZ:
```
62
Properties=species:S:1:pos:R:3
Re 2.41 -0.36 0.57
C 2.48 3.85 -0.37
C 2.09 2.40 -0.49
O 2.26 1.71 0.59
C 1.60 1.93 -1.69
C 1.15 0.63 -1.99
C 0.44 0.38 -3.28
N 1.35 -0.39 -1.18
N 0.97 -1.64 -1.62
C 1.53 -2.59 -0.94
O 2.30 -2.38 0.09
C 1.32 -3.98 -1.40
C 0.21 -4.31 -2.18
C 0.04 -5.61 -2.63
C 0.98 -6.58 -2.31
C 2.08 -6.26 -1.53
C 2.24 -4.96 -1.06
H 3.48 3.98 -0.78
H 2.50 4.14 0.68
H 1.79 4.50 -0.92
H 1.46 2.67 -2.47
H 0.31 1.31 -3.84
H -0.54 -0.07 -3.10
H 1.00 -0.34 -3.89
H -0.49 -3.53 -2.43
H -0.82 -5.86 -3.24
H 0.86 -7.59 -2.68
H 2.81 -7.02 -1.29
H 3.10 -4.70 -0.46
Se 4.39 -0.10 -0.93
Se 5.78 1.17 0.39
Se 5.83 -0.17 2.34
Se 3.60 -0.55 2.76
N 0.91 -1.36 3.56
N 0.74 -1.76 2.20
H 0.40 -1.96 4.21
H 0.58 -0.41 3.66
H -0.23 -1.96 1.96
H 1.29 -2.59 2.05
C -1.19 2.56 3.18
As -0.61 1.18 1.90
C -2.19 0.03 2.14
C -1.20 2.09 0.23
C -2.63 2.49 0.14
C -3.58 1.61 -0.36
C -4.91 1.98 -0.50
C -5.31 3.26 -0.14
C -4.38 4.15 0.37
C -3.05 3.77 0.51
H -2.21 2.90 2.96
H -0.51 3.41 3.16
H -1.17 2.15 4.19
H -3.11 0.61 2.02
H -2.19 -0.42 3.13
H -2.20 -0.78 1.40
H -0.96 1.38 -0.56
H -0.55 2.95 0.12
H -3.26 0.61 -0.66
H -5.63 1.27 -0.89
H -6.34 3.56 -0.26
H -4.68 5.15 0.66
H -2.32 4.47 0.90
```

## Properties
<S²>: 1.193
Energy above the lowest of the compared OMol25 structures with the same formula, charge and spin in kcal/mol: 38.6
Multiplicity: 2
Gap between HOMO and LUMO (alpha / beta) in eV: 5.22 / 6.87
HOMO level (alpha / beta) in eV: -7.088 / -7.254
Charge: 0
Lowest unoccupied orbital energy (alpha / beta) in eV: -1.87 / -0.38

natural (NBO) atomic charge list, values in e, 6 entries: atom 1 (Re): 0.94, atom 2 (C): -0.68, atom 3 (C): 0.48, atom 4 (O): -0.67, atom 5 (C): -0.46, atom 6 (C): 0.31

***

One value per record, in order, for electronic energy: -10201.7292; -33107.1194; -5689.6405; -156340.6329; -47563.6147; -77096.5268; -46904.3352; -7796.6199; -25264.0291; -356657.2050 eV.